Molecular formula: C4H10S2
Method: DFT, wB97M-V/def2-TZVPD

Each line ends with the Mulliken charge.
Geometry (Å):
H  0.5506  -0.2540  -0.4677  -0.322
H  -1.5593  1.8286  -1.1686  0.365
H  -1.8124  0.9698  1.4267  0.283
H  -0.0730  0.9721  1.3027  0.402
H  1.8584  -1.9986  -0.3080  0.283
H  0.9935  -3.4699  0.1685  0.303
C  1.2050  -2.4351  0.4392  -0.799
H  -0.9440  2.4965  1.0618  0.370
C  -0.9729  1.4244  0.8956  -1.058
H  -1.6528  0.1388  -0.6933  0.338
H  1.6848  -2.4028  1.4096  0.249
S  -0.3534  -1.5175  0.4732  -0.105
S  1.5078  1.9152  -0.7499  -0.129
C  -1.0733  1.0590  -0.5658  -0.659
H  0.3377  0.5224  -2.1453  0.382
C  0.3033  0.7512  -1.0787  0.097

Computed properties:
Molar mass: 122.26 g mol⁻¹
Kohn-Sham gap: 6.09 eV
LUMO energy: -2.739 eV
HOMO: -8.83 eV

Molecular formula: C17H25N2O2
Method: DFT, wB97M-V/def2-TZVPD

Each line ends with the Mulliken charge.
Geometry (Å):
H  0.6771  -1.4802  0.3198  0.461
H  4.1894  -1.0923  2.7493  0.432
C  -3.6301  4.2789  -1.8271  -0.715
O  -1.9725  3.2627  -0.1891  -0.561
C  -1.9976  2.7633  -1.3091  0.067
H  -3.2516  1.3255  0.4866  -0.009
C  1.7853  1.2331  2.1425  -0.273
C  1.2083  1.1182  -1.5315  -0.318
C  -1.1847  1.6063  -1.7785  0.414
H  1.6090  0.1065  -1.4631  0.288
C  1.3032  -0.8958  1.0059  -0.097
H  -2.7011  1.8682  2.0749  0.333
H  -0.6717  -0.6182  2.9614  0.319
O  -2.8302  3.1917  -2.2863  -0.324
C  -0.5312  1.9193  -3.0789  -0.610
H  -1.8835  0.7699  -1.8427  0.266
H  1.5976  2.2658  -3.3398  0.336
C  0.9121  1.4984  -2.9872  -0.714
H  3.6119  1.2776  3.2213  0.467
H  1.5155  2.2748  2.3009  0.445
C  -3.7410  -0.1068  2.0885  -0.633
H  -1.0273  -1.7472  1.6595  0.190
H  -2.9935  5.1347  -1.5526  0.326
N  -1.5272  0.2794  1.2317  0.209
H  -0.4676  2.1147  0.9166  0.701
H  -4.4161  0.3907  2.7709  0.377
H  1.1265  0.6822  -3.6853  0.279
H  1.9112  1.8264  -1.0506  0.386
C  -1.4062  -0.8418  2.1632  -0.472
C  -0.3765  1.0000  0.8690  -0.220
H  -4.2707  4.5375  -2.6695  0.252
H  -4.2408  3.9942  -0.9562  0.306
H  -4.3654  -0.5793  1.3224  0.304
C  -2.8147  0.9503  1.4384  -0.373
C  2.4955  -1.4023  1.4986  -1.020
H  2.7460  -2.4103  1.2375  0.443
H  -3.1062  -2.1280  2.5097  0.319
N  -0.1887  0.9509  -0.8496  -0.544
C  3.3251  -0.6237  2.3018  -0.529
C  -2.8139  -1.1082  2.7165  -0.604
C  0.9543  0.4281  1.3336  0.243
H  -0.6357  2.9553  -3.3569  0.441
C  2.9688  0.6856  2.6099  -0.780
H  -0.4051  -0.0733  -1.0232  0.551
H  -1.0755  1.4135  -3.8663  0.345
H  -2.7475  -0.9865  3.7914  0.295

Computed properties:
Molar mass: 289.40 g mol⁻¹
Kohn-Sham gap: 9.49 eV
LUMO energy: -2.711 eV
HOMO: -12.20 eV
SMILES string: COC(=O)[C@H]1CCC[N@H+]1[C@H](c1ccccc1)N1CCCC1
Charge: +1

Molecular formula: C3H8O2
Method: DFT, wB97M-V/def2-TZVPD

Each line ends with the Mulliken charge.
Geometry (Å):
H  -2.0039  -0.4941  0.8130  0.356
H  1.3844  -0.6729  0.9605  0.256
H  0.9348  1.6366  -0.1423  0.333
H  -1.0825  1.5303  1.4845  0.266
C  -1.1902  0.0121  0.2690  -0.243
H  1.2210  0.8006  -1.3600  0.361
H  -1.6507  0.5775  -0.5546  0.278
C  0.9678  -1.2499  0.1398  -0.700
O  -0.4696  0.8725  1.1353  -0.517
H  -0.6759  -1.6073  -1.1254  0.270
C  -0.2663  -1.0267  -0.2991  -0.257
H  1.6029  -2.0029  -0.3165  0.265
O  1.3308  1.6979  -1.0247  -0.666

Computed properties:
Molar mass: 76.09 g mol⁻¹
Kohn-Sham gap: 10.64 eV
LUMO energy: 0.649 eV
HOMO: -9.99 eV
SMILES string: C=CCO.O